Entry 1:
One molecule with the formula C2H3N3 in a non-equilibrium geometry, computed with ωB97M-V/def2-TZVPD.

## Properties
gap between HOMO and LUMO = 10.91 eV
calculated total energy = -242.2494 Eh
SMILES = c1nc[nH]n1
HOMO = -0.366 Eh
energy relative to the best compared isomer or geometry (same formula, charge and spin) = 61.2 kJ/mol
LUMO level = 0.03524 Ha

CARTESIAN COORDINATES (ANGSTROEM)
C 1.226245 0.009456 -0.009436
N 0.479034 -1.086445 -0.277677
C -0.734374 -0.635145 -0.084080
N -0.717070 0.697583 0.122104
N 0.557968 1.138185 0.162839
H 2.194712 -0.160060 0.427704
H -1.524781 -1.299942 0.217448
H -1.490364 1.342278 0.195133

Atoms 1-2, force components in eV/Å:
0.2709 0.1230 0.3431
-0.1325 -0.0720 1.1985

---

Entry 2:
A 2-piece molecular cluster, C5H14 overall in a non-equilibrium geometry, computed with ωB97M-V/def2-TZVPD.

## Properties
⟨S²⟩ = 0.753
gap between HOMO and LUMO (spin up / spin down) = 11.56 / 3.84 eV
2S+1 = 2
calculated total energy = -198.4107 Eh
charge = +1
HOMO (spin up / spin down) = -0.540 / -0.540 Eh
energy relative to the best compared isomer or geometry (same formula, charge and spin) = 200.2 kJ/mol
LUMO level (spin up / spin down) = -0.11561 / -0.39909 Ha

CARTESIAN COORDINATES (ANGSTROEM)
C 0.681951 1.335526 -2.950902
C 0.685878 1.382498 -1.396875
H 1.394880 1.917102 -3.208477
H 0.901679 0.229268 -3.271475
H -0.297891 1.577656 -3.337826
H -0.371823 1.014134 -1.108522
H 0.912090 2.448164 -1.121352
H 1.556818 0.804145 -1.044187
C -1.015324 -0.771718 1.428455
C -0.420697 -2.146038 1.166458
C 0.008408 0.199054 1.913341
H -1.674383 -0.358769 0.509379
H -1.837232 -0.978484 2.201224
H 0.059436 -2.405703 0.141345
H -0.664380 0.910309 2.491494
H 0.789796 -0.212170 2.799980
H -1.156719 -2.942734 0.853858
H 0.132156 -2.588669 1.967684
H 0.614273 0.589823 1.164013

Atoms 1-2, force components in eV/Å:
-3.8526 -6.3344 2.4377
-0.9823 0.4641 -0.7252

---

Entry 3:
One molecule with the formula C5H6BrNO in a non-equilibrium geometry, computed with ωB97M-V/def2-TZVPD.

## Properties
gap between HOMO and LUMO = 11.13 eV
calculated total energy = -2898.1214 Eh
SMILES = CC(C)(C#N)C(=O)Br
HOMO = -0.395 Eh
energy relative to the best compared isomer or geometry (same formula, charge and spin) = 0.0 kJ/mol
LUMO level = 0.01373 Ha

CARTESIAN COORDINATES (ANGSTROEM)
C -0.208704 -0.263391 1.254481
C 0.403081 -0.741994 -0.062065
C 0.278211 0.251681 -1.202591
C -0.156024 -2.021208 -0.459590
N -0.587604 -3.026617 -0.788260
C 1.963030 -1.139169 0.353155
O 2.361195 -2.161875 0.759048
Br 3.124052 0.421498 0.213333
H 0.215686 0.699092 1.532658
H -0.008940 -0.977791 2.051033
H -1.285986 -0.155105 1.152823
H -0.726775 0.192497 -1.611946
H 0.975487 0.025203 -2.001235
H 0.447481 1.263544 -0.856446

Atoms 1-2, force components in eV/Å:
-0.0909 0.0332 0.0981
1.9423 -0.7547 0.8201

---

Entry 4:
C40H31N6PPdS as an isolated structure, computed with ωB97M-V/def2-TZVPD.

## Properties
gap between HOMO and LUMO (spin up / spin down) = 5.53 / 5.53 eV
calculated total energy = -2738.8127 Eh
HOMO (spin up / spin down) = -0.219 / -0.219 Eh
energy relative to the best compared isomer or geometry (same formula, charge and spin) = 117.3 kJ/mol
LUMO level (spin up / spin down) = -0.01605 / -0.01605 Ha

CARTESIAN COORDINATES (ANGSTROEM)
Pd 0.280307 0.241684 -0.100953
C -3.961355 0.662015 -0.444155
C -2.586371 0.705957 -0.723744
N -1.677937 0.696911 0.217500
C -2.030722 0.623026 1.549601
C -3.394905 0.596766 1.899504
C -4.350609 0.607803 0.859152
C -3.782808 0.528423 3.262790
C -2.811596 0.467471 4.215431
C -1.439870 0.474298 3.890703
C -0.984961 0.544212 2.577746
N 0.273567 0.535524 2.105031
C 1.454966 0.183036 2.640949
C 1.839998 0.113983 3.978583
C 3.160965 -0.176502 4.368204
C 4.152562 -0.406107 3.460960
C 3.824800 -0.400918 2.082682
C 4.803099 -0.641679 1.090524
C 4.465731 -0.672194 -0.226395
C 3.118429 -0.484954 -0.572338
N 2.187676 -0.256560 0.322571
C 2.499893 -0.157915 1.669567
H -4.673041 0.653261 -1.258021
H -2.221356 0.755276 -1.741036
H -5.402272 0.561151 1.121337
H -4.834907 0.514890 3.517372
H -3.092917 0.410509 5.260616
H -0.731097 0.416778 4.698826
H 1.122159 0.326363 4.752449
H 3.392015 -0.199550 5.426829
H 5.173169 -0.597942 3.766128
H 5.829180 -0.802201 1.402795
H 5.196772 -0.853110 -1.002377
H 2.785048 -0.550175 -1.600320
S 1.258048 2.524971 -0.684704
C 0.190018 3.747177 -0.361150
N 0.624463 4.841294 0.351883
C -0.138868 5.901792 0.659693
C -1.437588 5.920616 0.273328
C -1.876650 4.773091 -0.429779
N -1.136240 3.748932 -0.734642
H 1.588845 4.791370 0.652399
H 0.336228 6.695032 1.220056
H -2.089248 6.747125 0.504250
H -2.913218 4.716297 -0.754653
N -0.384478 -1.709253 -0.173414
P -0.009177 -2.687733 -1.315740
C 1.472610 -3.735119 -1.046899
C 2.665846 -3.596454 -1.750506
C 3.786561 -4.346172 -1.407461
C 3.723438 -5.244463 -0.353425
C 2.540089 -5.386861 0.362692
C 1.428603 -4.634390 0.020286
C -1.328451 -3.935301 -1.532499
C -1.123155 -5.200176 -2.079207
C -2.183001 -6.082898 -2.235505
C -3.459348 -5.708275 -1.836280
C -3.670667 -4.455025 -1.277124
C -2.609380 -3.572714 -1.123238
C 0.255589 -2.055815 -3.022979
C 0.463489 -2.898075 -4.116529
C 0.631940 -2.371555 -5.388003
C 0.599889 -0.994056 -5.584883
C 0.394202 -0.148566 -4.505528
C 0.215707 -0.684584 -3.234218
H 2.726377 -2.904476 -2.582595
H 4.707111 -4.228688 -1.966414
H 4.592841 -5.833038 -0.087760
H 2.487143 -6.082026 1.191133
H 0.513494 -4.733890 0.593321
H -0.126188 -5.510444 -2.370317
H -2.011459 -7.064813 -2.658402
H -4.286327 -6.397870 -1.952666
H -4.663074 -4.167228 -0.951552
H -2.741740 -2.598305 -0.666252
H 0.503062 -3.972102 -3.978504
H 0.790562 -3.035253 -6.228807
H 0.734305 -0.587152 -6.579786
H 0.372014 0.925672 -4.645677
H 0.060772 -0.056531 -2.357555

Atoms 1-2, force components in eV/Å:
-0.0588 -0.0125 0.5793
0.1102 0.0500 -0.1151